C44H90ClN5O9PS | ωB97M-V/def2-TZVPD

Structure (XYZ):
```
151
Properties=species:S:1:pos:R:3:forces:R:3:mulliken_spin:R:1
O 0.9466 4.6913 2.7313 1.7 -0.3 -2.2 0.00
S 2.3239 4.7547 2.1743 -1.2 1.3 5.2 0.00
O 3.2293 5.4035 3.1524 -0.9 -1.5 -2.8 0.00
Cl 2.3490 5.8971 0.4624 0.0 -0.7 0.5 0.00
C 2.8203 3.0267 1.8229 1.4 -0.3 -1.2 0.00
C 2.7104 2.6080 0.3233 -0.5 0.7 0.0 0.00
C 1.2760 2.7174 -0.2745 0.6 -0.9 -0.6 0.01
C 0.3607 1.4824 0.0441 -0.7 1.0 0.2 0.01
C -0.7169 1.8636 1.1259 1.0 -0.5 0.3 0.00
C -0.5696 0.9541 2.3871 0.4 -0.3 -1.2 0.00
N -1.6574 1.2150 3.4162 -0.1 0.4 -0.6 0.00
C -2.5611 2.3228 2.9914 -0.2 1.9 -0.9 0.00
C -3.0243 2.1906 1.4957 -1.4 -1.3 -0.1 0.00
P -3.3304 3.9815 0.9226 1.8 2.8 1.0 0.00
O -3.0176 4.1089 -0.7220 -1.5 -0.9 1.4 0.00
O -4.9002 4.4696 1.3053 0.8 -1.6 -1.2 0.00
O -2.0341 1.6279 0.6241 0.1 0.4 0.8 0.00
H 2.2848 2.3698 2.5311 -0.2 0.7 -0.3 0.00
H 3.8958 2.9569 2.0961 -0.7 0.4 0.0 0.00
H 3.1207 1.5819 0.2169 -0.3 0.5 0.1 0.00
H 3.3662 3.2719 -0.2764 -0.2 -0.4 0.4 0.00
H 0.8014 3.6764 0.0058 0.1 -0.6 -0.1 0.00
H 1.3974 2.7469 -1.3785 0.0 0.1 0.7 -0.02
H -0.2068 1.2708 -0.8828 0.2 -0.2 0.6 0.00
H 0.9475 0.5868 0.3357 -0.3 0.5 -0.2 0.00
H -0.5397 2.9365 1.3616 -0.4 -0.6 0.1 0.00
H -0.7194 -0.0883 2.0418 0.3 0.5 0.2 0.01
H 0.4136 1.0563 2.8762 -0.5 0.0 -0.2 0.00
H -2.2186 0.3724 3.5322 0.2 0.0 0.4 0.00
H -1.1850 1.4959 4.2755 -0.4 -0.3 0.2 0.00
H -1.9872 3.2774 3.0530 -0.1 -0.6 0.2 0.00
H -3.4178 2.4561 3.6814 0.5 -0.4 -0.4 0.01
H -3.9133 1.5228 1.4781 0.5 0.2 -0.2 0.00
H -3.6926 4.6231 -1.1836 -0.1 -0.1 -0.2 0.00
H -4.9080 4.5296 2.2733 -0.1 0.4 0.1 0.00
C 3.4619 5.8136 -5.4547 0.0 0.0 -0.3 0.01
C 3.8268 5.0379 -4.1610 -0.3 1.9 -0.9 0.03
C 5.3448 5.0945 -3.9203 0.3 -0.4 0.0 0.02
C 6.1477 4.1994 -4.8578 0.0 0.0 0.0 -0.02
C 5.6148 2.7712 -4.8250 0.1 0.4 0.5 0.01
C 4.1051 2.6955 -5.1011 0.0 -0.9 -2.1 0.04
N 3.3226 3.6401 -4.2581 1.7 -0.8 2.7 0.35
O 3.2589 3.1421 -3.0411 -0.8 0.2 -0.7 0.56
C 3.8537 2.9796 -6.5960 0.0 0.3 -0.2 0.01
C 3.6388 1.2432 -4.9115 -0.2 0.1 0.7 -0.01
C 3.1436 5.8174 -3.0281 -0.2 -0.6 0.4 -0.03
H 3.0356 6.7923 -5.2321 0.1 0.0 0.2 0.00
H 4.3277 5.9894 -6.0951 0.0 -0.1 0.0 0.00
H 2.7032 5.2958 -6.0415 0.1 -0.1 0.0 -0.01
H 5.5643 4.7950 -2.8897 -0.2 -0.1 0.0 0.00
H 5.6955 6.1256 -4.0160 -0.2 0.0 0.0 0.00
H 6.1272 4.5945 -5.8773 0.0 0.0 0.0 0.00
H 7.1974 4.2025 -4.5534 0.0 0.0 0.0 0.00
H 6.1558 2.1624 -5.5517 -0.2 -0.1 -0.1 0.00
H 5.8302 2.3400 -3.8407 -0.2 0.0 0.0 0.01
H 2.7840 3.0162 -6.8135 0.0 0.0 0.1 -0.01
H 4.2815 2.1876 -7.2126 0.0 -0.1 0.2 0.00
H 4.3032 3.9074 -6.9457 -0.1 0.0 0.1 0.00
H 3.8656 0.8581 -3.9164 -0.1 0.1 0.0 0.00
H 4.1405 0.5871 -5.6230 0.1 0.2 -0.1 0.00
H 2.5622 1.1518 -5.0754 0.0 0.0 0.0 0.00
H 2.0564 5.7964 -3.1352 0.0 0.0 0.0 0.00
H 3.4604 6.8606 -3.0404 0.1 -0.1 -0.3 0.00
H 3.4005 5.4275 -2.0433 0.0 -0.2 -0.1 0.01
C 1.8030 -5.9973 1.9242 0.1 -0.3 -0.2 0.00
C 1.4728 -4.4820 1.9788 -0.1 -1.8 1.1 0.04
C -0.0165 -4.2528 1.6691 -0.2 0.2 -0.4 0.03
C -0.3711 -4.4265 0.1966 0.0 0.0 0.0 -0.03
C 0.5342 -3.5698 -0.6795 -0.3 0.1 0.5 0.02
C 2.0259 -3.8155 -0.4080 0.6 -1.1 -1.9 0.01
N 2.3636 -3.7444 1.0411 -1.9 2.7 0.3 0.36
O 2.3711 -2.4792 1.3944 0.7 -0.6 0.0 0.55
C 2.4193 -5.1908 -0.9818 0.0 -0.3 0.1 0.05
C 2.8483 -2.8148 -1.2352 0.1 0.5 0.5 -0.02
C 1.7131 -4.0800 3.4440 0.2 0.6 -0.2 0.00
H 1.8907 -6.4278 2.9224 -0.1 0.2 0.0 0.00
H 1.0373 -6.5741 1.4020 0.1 0.0 -0.1 0.00
H 2.7615 -6.1888 1.4427 -0.1 0.1 0.0 -0.01
H -0.3027 -3.2388 1.9738 0.2 0.1 0.0 0.01
H -0.6274 -4.9324 2.2701 0.2 0.0 0.1 0.00
H -0.3020 -5.4780 -0.0925 0.0 0.0 0.0 0.01
H -1.4134 -4.1364 0.0358 0.0 -0.1 0.0 0.00
H 0.3120 -3.7608 -1.7310 0.2 0.0 0.0 0.00
H 0.2969 -2.5133 -0.5008 0.1 0.0 0.1 0.01
H 3.4553 -5.4360 -0.7359 0.0 0.1 0.1 -0.01
H 2.3378 -5.1925 -2.0691 -0.1 0.1 0.1 -0.01
H 1.7868 -6.0055 -0.6364 0.1 0.1 0.0 -0.01
H 2.5853 -1.7776 -1.0198 0.0 -0.1 0.1 0.00
H 2.6724 -2.9680 -2.3001 -0.1 -0.2 0.1 0.00
H 3.9180 -2.9400 -1.0523 -0.1 0.0 0.0 0.00
H 2.7620 -4.2056 3.7189 0.0 0.0 0.0 0.00
H 1.1151 -4.7076 4.1054 0.0 -0.2 -0.2 0.00
H 1.4249 -3.0475 3.6483 0.1 0.0 -0.1 0.00
C 0.3507 -10.0621 -3.2175 0.1 -0.3 -0.2 0.01
C 0.0117 -8.5489 -3.1564 -0.1 -1.8 1.0 0.04
C -1.4758 -8.3244 -3.4775 -0.2 0.3 -0.4 0.02
C -1.8166 -8.4897 -4.9540 0.0 0.0 0.0 -0.02
C -0.9074 -7.6222 -5.8158 -0.3 0.1 0.5 0.01
C 0.5831 -7.8634 -5.5328 0.6 -1.1 -1.9 0.04
N 0.9079 -7.8009 -4.0813 -1.8 2.7 0.3 0.35
O 0.9071 -6.5357 -3.7222 0.7 -0.7 0.0 0.57
C 0.9880 -9.2341 -6.1123 -0.1 -0.3 0.1 0.01
C 1.4104 -6.8535 -6.3439 0.1 0.5 0.5 0.00
C 0.2358 -8.1558 -1.6873 0.3 0.6 -0.1 -0.07
H 0.4314 -10.4987 -2.2213 -0.1 0.2 0.0 0.00
H -0.4070 -10.6392 -3.7500 0.1 0.0 -0.1 0.00
H 1.3148 -10.2458 -3.6913 -0.1 0.1 0.0 -0.01
H -1.7690 -7.3150 -3.1689 0.2 0.0 0.0 0.00
H -2.0888 -9.0108 -2.8866 0.2 0.0 0.1 0.00
H -1.7404 -9.5396 -5.2504 0.0 0.0 0.0 0.00
H -2.8581 -8.2030 -5.1213 0.0 0.0 0.0 0.00
H -1.1197 -7.8061 -6.8706 0.2 0.0 0.0 0.00
H -1.1504 -6.5694 -5.6317 0.1 0.0 0.1 0.01
H 2.0221 -9.4769 -5.8583 0.0 0.0 0.0 -0.01
H 0.9168 -9.2249 -7.2011 0.0 0.2 0.1 0.00
H 0.3547 -10.0542 -5.7777 0.1 0.0 0.1 0.00
H 1.1414 -5.8200 -6.1228 0.0 -0.1 0.1 0.00
H 1.2460 -6.9986 -7.4119 -0.1 -0.2 0.1 0.00
H 2.4788 -6.9764 -6.1512 -0.1 0.0 0.0 0.00
H 1.2836 -8.2781 -1.4029 0.0 0.0 0.0 0.00
H -0.3656 -8.7906 -1.0357 0.0 -0.2 -0.2 0.00
H -0.0605 -7.1265 -1.4809 0.1 0.0 -0.2 0.03
C -7.3955 5.9631 6.6136 -0.1 0.2 0.2 0.01
C -6.2860 5.0762 5.9892 -2.1 0.3 0.2 0.03
C -6.0709 3.8145 6.8428 0.4 -0.1 0.2 0.03
C -5.3290 4.0757 8.1488 0.0 0.0 0.0 -0.02
C -4.0244 4.8192 7.8873 -0.3 -0.5 -0.3 0.02
C -4.2281 6.1031 7.0684 0.4 1.6 1.6 0.03
N -5.0366 5.8745 5.8393 1.6 -2.8 -0.6 0.38
O -4.2697 5.2770 4.9580 -0.4 0.8 -0.2 0.53
C -4.9012 7.1653 7.9609 -0.4 0.0 0.1 0.00
C -2.8522 6.7055 6.7404 0.0 -0.3 -0.6 0.00
C -6.8584 4.6303 4.6323 0.6 0.1 -0.3 -0.02
H -8.3398 5.8662 6.0771 0.1 -0.2 0.0 0.00
H -7.6006 5.7058 7.6538 0.1 0.1 0.0 0.00
H -7.1456 7.0226 6.5672 0.1 -0.1 0.0 -0.01
H -5.5019 3.0748 6.2673 0.0 0.1 -0.1 0.00
H -7.0352 3.3488 7.0623 -0.1 0.2 -0.2 0.00
H -5.9595 4.6383 8.8422 0.0 0.0 0.0 0.00
H -5.1128 3.1239 8.6412 -0.1 0.0 0.0 0.00
H -3.5431 5.0576 8.8372 0.0 0.2 -0.1 0.00
H -3.3393 4.1484 7.3546 0.0 0.1 -0.1 0.01
H -5.1373 8.0649 7.3889 0.0 -0.1 0.0 -0.01
H -4.2328 7.4635 8.7698 0.1 -0.1 -0.1 0.00
H -5.8151 6.8180 8.4401 0.0 0.0 -0.1 0.00
H -2.2072 6.0086 6.2037 -0.1 0.0 -0.1 0.00
H -2.3275 6.9751 7.6570 -0.2 0.0 0.1 0.00
H -2.9533 7.6096 6.1361 0.0 -0.1 0.0 0.00
H -7.0175 5.4857 3.9722 0.0 0.0 0.0 0.00
H -7.8184 4.1354 4.7767 0.0 0.1 0.2 0.00
H -6.2137 3.9132 4.1196 0.1 0.1 0.1 0.00
```
Forces are in eV/Å.

The total charge is +1. The spin multiplicity is 5. The calculation puts the HOMO-LUMO gap (alpha / beta) at 0.2671 / 0.2774 hartree. The value obtained for the max |F| is 5.5 eV Å⁻¹.